#A
{
  "formula": "C3H3N3",
  "method": "ωB97M-V/def2-TZVPD",
  "species": ["N", "C", "C", "N", "C", "N", "H", "H", "H"],
  "coordinates": [[-0.8604, -0.9164, -0.0109], [0.1702, 0.1200, 0.3194], [1.5052, -0.1621, -0.2355], [2.5326, -0.5035, -0.6508], [-0.2877, 1.5027, 0.1088], [-0.7580, 2.5526, -0.0174], [-1.7324, -0.5397, -0.3247], [-0.4793, -1.7143, -0.4797], [-0.0903, -0.3392, 1.2908]],
  "lowdin_charge": [0.03, -0.35, -0.16, 0.17, -0.16, 0.17, 0.08, 0.08, 0.15],
  "smiles": "N#CC(N)C#N",
  "e_homo_ev": -10.362,
  "orbital_gap_ev": 10.74,
  "e_lumo_ev": 0.38
}

#B
{
  "formula": "C3H3N3",
  "method": "ωB97M-V/def2-TZVPD",
  "species": ["N", "C", "C", "N", "C", "N", "H", "H", "H"],
  "coordinates": [[-0.4984, -1.1397, -0.1472], [0.0431, 0.2171, 0.4654], [1.3181, -0.1991, -0.0485], [2.2559, -0.6044, -0.5763], [-0.4346, 1.5612, 0.0049], [-0.8633, 2.5762, -0.3542], [-1.3749, -1.4063, 0.2433], [-0.5122, -1.2919, -1.1777], [0.0663, 0.2867, 1.5903]],
  "lowdin_charge": [0.05, -0.26, -0.29, 0.17, -0.16, 0.16, 0.06, 0.11, 0.16],
  "smiles": "N#CC(N)C#N",
  "e_homo_ev": -10.798,
  "orbital_gap_ev": 11.18,
  "e_lumo_ev": 0.39
}

Stability, descending: #B, #A

#A
{
  "formula": "C3H3N3",
  "method": "ωB97M-V/def2-TZVPD",
  "species": ["C", "C", "C", "H", "H", "H", "N", "N", "N"],
  "coordinates": [[-0.7910, -0.2134, 0.1079], [0.1494, 0.9894, 0.1935], [1.3642, -0.7754, -0.1042], [-2.7946, 0.4598, -0.1982], [0.0920, 2.0514, 0.4676], [2.3421, -1.3616, -0.2687], [-1.9940, -0.3578, -0.2210], [1.4158, 0.5597, -0.2264], [0.2160, -1.3520, 0.2496]],
  "lowdin_charge": [-0.40, 0.01, -0.28, 0.15, 0.10, 0.13, 0.15, 0.05, 0.08],
  "smiles": "[H]/N=C1\\C=NC=N1",
  "e_homo_ev": -9.903,
  "orbital_gap_ev": 8.27,
  "e_lumo_ev": -1.64
}

#B
{
  "formula": "C3H3N3",
  "method": "ωB97M-V/def2-TZVPD",
  "species": ["C", "N", "C", "N", "C", "N", "H", "H", "H"],
  "coordinates": [[-0.2976, -0.2053, 1.9518], [-1.0487, 1.8720, 0.1391], [-0.6774, 1.6320, -0.9240], [0.7498, -0.6620, -1.8642], [0.9742, -1.4247, -1.0271], [0.2756, -1.1793, 1.7179], [-0.8260, 0.7145, 2.1099], [-0.3059, 1.3492, -1.8921], [1.1559, -2.0963, -0.2113]],
  "lowdin_charge": [-0.08, 0.05, -0.08, 0.05, -0.08, 0.05, 0.03, 0.03, 0.03],
  "smiles": "C#N.C#N.C#N",
  "e_homo_ev": -12.480,
  "orbital_gap_ev": 13.70,
  "e_lumo_ev": 1.22
}

#C
{
  "formula": "C3H3N3",
  "method": "ωB97M-V/def2-TZVPD",
  "species": ["N", "C", "C", "N", "C", "N", "H", "H", "H"],
  "coordinates": [[1.0751, 0.3073, -0.4004], [-0.0241, 0.0053, 0.4646], [-0.9486, 1.1275, 0.5326], [-1.6887, 2.0137, 0.5649], [-0.5306, -1.2583, -0.2235], [-0.9329, -2.2461, -0.6782], [1.8536, -0.3046, -0.3829], [0.8248, 0.5756, -1.3320], [0.3565, -0.2318, 1.4580]],
  "lowdin_charge": [0.03, -0.36, -0.16, 0.18, -0.17, 0.15, 0.08, 0.09, 0.15],
  "smiles": "N#CC(N)C#N",
  "e_homo_ev": -10.533,
  "orbital_gap_ev": 10.92,
  "e_lumo_ev": 0.39
}

Stability, descending: #C, #B, #A

#A
{
  "formula": "C11H15NOS",
  "method": "ωB97M-V/def2-TZVPD",
  "species": ["C", "C", "C", "C", "C", "C", "C", "C", "C", "C", "C", "N", "O", "S", "H", "H", "H", "H", "H", "H", "H", "H", "H", "H", "H", "H", "H", "H", "H"],
  "coordinates": [[-4.0353, 0.8444, -0.7613], [-0.6284, 1.5142, 0.6268], [-0.6370, 0.2161, 1.0415], [-3.7441, -0.3666, -0.8186], [-0.0290, -0.8850, 0.2115], [0.5936, 0.9172, -1.3921], [-0.1371, 1.8481, -0.7606], [0.9678, -0.4469, -0.9271], [-0.9388, -0.0979, 2.4619], [0.9371, -1.5395, -1.9285], [2.3288, -0.3827, -0.3091], [-3.9128, 2.0599, -0.5648], [-0.2924, 3.1865, -1.1027], [-3.5929, -1.9919, -0.7395], [-1.0459, 2.2973, 1.1757], [0.5516, -1.5672, 0.8317], [-0.8770, -1.3214, -0.2625], [-4.6700, 2.7272, -0.4853], [0.7597, 1.2300, -2.4494], [-2.0239, 0.0366, 2.6431], [-0.5527, 0.6509, 3.1407], [-0.5767, -1.0889, 2.6910], [-0.1426, -1.9153, -2.0484], [1.5484, -2.3764, -1.4890], [1.2994, -1.3619, -2.8972], [2.2799, 0.2984, 0.5208], [3.0417, -0.2291, -1.1546], [2.4768, -1.2667, 0.3236], [-0.8479, 3.5290, -0.4423]],
  "lowdin_charge": [-0.28, 0.01, -0.26, -0.60, -0.10, 0.00, -0.28, -0.58, -0.05, -0.06, -0.06, 0.17, 0.05, 0.71, 0.09, 0.12, 0.05, 0.07, 0.13, 0.09, 0.08, 0.07, 0.11, 0.11, 0.06, 0.08, 0.11, 0.08, 0.05],
  "smiles": "CC1=CC(O)=CC(C)(C)C1.N=C=C=S",
  "e_homo_ev": [-7.634, -7.636],
  "orbital_gap_ev": [5.57, 5.57],
  "e_lumo_ev": [-2.06, -2.07]
}

#B
{
  "formula": "C11H15NOS",
  "method": "ωB97M-V/def2-TZVPD",
  "species": ["C", "C", "C", "C", "C", "C", "C", "C", "C", "C", "C", "N", "O", "S", "H", "H", "H", "H", "H", "H", "H", "H", "H", "H", "H", "H", "H", "H", "H"],
  "coordinates": [[4.5616, 0.6939, 0.3275], [3.8316, 1.2844, -0.7358], [4.1256, -0.4250, 1.1099], [2.5278, 0.7305, -1.0554], [2.9907, -1.0571, 0.6499], [2.2607, -0.6059, -0.4768], [-4.0923, -0.0023, -0.0822], [-2.7911, 0.7638, 0.1566], [-1.5955, -0.1441, -0.2571], [1.0304, -1.0744, -0.8632], [-0.3114, 0.4055, 0.0113], [0.2098, 1.2898, -0.7130], [1.5347, 1.6166, -0.4059], [0.3103, -2.6603, -0.3805], [5.5304, 1.1685, 0.4966], [4.2258, 2.2370, -1.0041], [4.6929, -0.6916, 1.9569], [2.3020, 0.7052, -2.1659], [2.4724, -1.8201, 1.2194], [-3.9650, -0.8866, 0.6552], [-3.9496, -0.4963, -1.0550], [-4.9911, 0.6291, 0.0348], [-2.7958, 0.9822, 1.1866], [-2.6178, 1.6975, -0.2682], [-1.6306, -1.1654, 0.2938], [-1.5581, -0.3264, -1.2558], [0.5615, -0.9193, -1.7755], [0.2189, 0.1330, 0.9659], [1.0210, -2.9159, 0.8509]],
  "lowdin_charge": [-0.06, 0.00, -0.05, -0.29, -0.05, -0.26, -0.10, -0.24, -0.23, -0.45, -0.29, 0.05, -0.09, 0.79, 0.10, 0.10, 0.09, 0.17, 0.07, 0.10, 0.07, 0.08, 0.09, 0.09, 0.10, 0.08, 0.06, 0.16, -0.07],
  "smiles": "CCC/C=N/O[C@H]1C=CC=C/C1=C\\S",
  "e_homo_ev": [-7.840, -7.840],
  "orbital_gap_ev": [7.29, 7.29],
  "e_lumo_ev": [-0.55, -0.55]
}

Stability, descending: #A, #B